Molecular formula: C6H11NS
Method: DFT, wB97M-V/def2-TZVPD

Summary:
Multiplicity ... 3
Frontier orbital gap (spin up / spin down) ... 5.54 / 7.40 eV
E_LUMO (spin up / spin down) ... 0.269 / -3.111 eV

Geometry (Å):
C (1.87, -0.80, 0.16)
C (-0.66, -1.07, -1.54)
C (-1.81, 0.53, -0.06)
C (0.79, 0.53, 1.78)
C (-0.68, -0.54, -0.14)
C (0.68, 0.03, 0.33)
N (2.77, -1.43, -0.24)
S (1.12, 1.64, -0.76)
H (0.07, -0.52, -2.09)
H (-1.54, -0.82, -2.05)
H (-0.38, -2.10, -1.70)
H (-2.70, -0.02, -0.39)
H (-1.55, 1.38, -0.87)
H (-1.94, 0.98, 0.92)
H (1.30, -0.39, 2.27)
H (1.30, 1.41, 1.81)
H (-0.18, 0.65, 2.20)
H (-0.95, -1.34, 0.55)
H (2.49, 1.87, -0.21)



Molecular formula: C14H23LaO
Method: DFT, wB97M-V/def2-TZVPD

Summary:
Charge ... +2
Frontier orbital gap (spin up / spin down) ... 7.13 / 5.87 eV
E_LUMO (spin up / spin down) ... -8.769 / -9.742 eV

Geometry (Å):
C (1.28, 2.04, -1.78)
H (2.24, 2.27, -1.26)
H (1.46, 1.91, -2.85)
H (-0.01, -0.99, 1.99)
C (0.18, 3.05, -1.48)
H (-0.79, 2.70, -1.89)
H (0.03, 3.15, -0.38)
C (0.45, 4.47, -2.05)
H (-0.44, 5.10, -1.97)
H (1.27, 4.96, -1.51)
H (0.72, 4.42, -3.11)
C (-0.80, -1.88, -0.21)
C (-1.42, -0.98, -1.13)
C (-0.49, -0.72, -2.19)
C (0.75, -1.39, -1.86)
C (0.56, -2.09, -0.62)
C (1.64, -2.66, 0.24)
C (2.04, -1.18, -2.57)
C (-0.77, 0.08, -3.41)
C (-2.80, -0.42, -0.99)
C (-1.52, -2.54, 0.91)
La (0.48, 0.34, -0.10)
H (2.79, -1.88, -2.19)
H (1.90, -1.37, -3.65)
H (2.42, -0.15, -2.46)
H (2.55, -2.82, -0.35)
H (1.90, -2.02, 1.11)
H (1.31, -3.63, 0.64)
H (-1.94, -1.81, 1.62)
H (-2.36, -3.14, 0.52)
H (-0.86, -3.22, 1.47)
H (-2.96, 0.41, -1.69)
H (-3.55, -1.19, -1.22)
H (-2.99, -0.06, 0.03)
H (-0.28, 1.06, -3.39)
H (-0.42, -0.44, -4.31)
H (-1.85, 0.25, -3.51)
O (0.15, 0.32, 3.76)
C (0.14, 0.06, 2.62)



Molecular formula: C22H24ClN5O3
Method: DFT, wB97M-V/def2-TZVPD

Summary:
SMILES ... O=C(CN1CCN(Cc2ccccc2Cl)CC1)N/N=C/C=C/c1ccccc1[N+](=O)[O-]
Frontier orbital gap ... 7.80 eV
E_LUMO ... -0.533 eV

Geometry (Å):
O (-0.23, -0.79, 0.94)
C (0.17, 0.34, 0.78)
N (-0.62, 1.44, 0.59)
N (-1.95, 1.57, 0.52)
C (-2.76, 0.58, 0.55)
C (-4.17, 0.86, 0.47)
C (-5.10, -0.11, 0.43)
C (-6.53, 0.14, 0.38)
C (-7.07, 1.24, 1.05)
C (-8.43, 1.47, 1.08)
C (-9.31, 0.61, 0.43)
C (-8.80, -0.48, -0.24)
C (-7.43, -0.71, -0.28)
N (-6.98, -1.84, -1.06)
O (-7.79, -2.72, -1.26)
O (-5.84, -1.83, -1.48)
H (-9.45, -1.17, -0.76)
H (-10.37, 0.79, 0.46)
H (-8.81, 2.33, 1.61)
H (-6.40, 1.90, 1.59)
H (-4.77, -1.14, 0.41)
H (-4.44, 1.91, 0.41)
H (-2.45, -0.46, 0.63)
H (-0.12, 2.31, 0.47)
C (1.65, 0.70, 0.79)
N (1.92, 1.88, -0.01)
C (1.85, 1.61, -1.45)
C (3.22, 1.20, -2.04)
N (4.01, 0.60, -0.99)
C (4.39, 1.60, 0.00)
C (3.18, 2.51, 0.30)
H (3.24, 3.42, -0.30)
H (3.18, 2.81, 1.35)
H (4.70, 1.07, 0.90)
H (5.24, 2.21, -0.34)
C (5.16, -0.14, -1.47)
C (5.73, -0.97, -0.36)
C (4.92, -1.93, 0.25)
C (5.37, -2.71, 1.29)
C (6.67, -2.55, 1.75)
C (7.50, -1.61, 1.17)
C (7.03, -0.83, 0.13)
Cl (8.11, 0.34, -0.56)
H (8.51, -1.48, 1.52)
H (7.04, -3.16, 2.57)
H (4.72, -3.44, 1.74)
H (3.91, -2.05, -0.12)
H (5.94, 0.53, -1.89)
H (4.82, -0.80, -2.27)
H (3.07, 0.47, -2.83)
H (3.73, 2.08, -2.48)
H (1.50, 2.52, -1.95)
H (1.12, 0.83, -1.62)
H (2.23, -0.18, 0.48)
H (1.91, 0.92, 1.83)



Largest force on an atom, record by record: 4.42, 3.56, 1.47 eV/Å
ΔE to the lowest compared entry with this formula, charge and spin, record by record: 28.7, 0.0, 0.0 kcal/mol